1.
ORCA calculation (wB97M-V/def2-TZVPD) on 2 unconnected molecules or ions with the total composition C4H3NO8.

Results
- energy above the lowest of the compared OMol25 structures with the same formula, charge and spin (kcal per mole) = 39.6
- E_LUMO (eV) = 6.55
- orbital gap (eV) = 7.3675
- largest force on an atom (Eh/bohr) = 0.063
- energy (hartree) = -810.85079

Geometry as ORCA input:
```
! wB97M-V def2-TZVPD RIJCOSX def2/J DEFGRID3
* xyz -2 1
C -1.685 -0.418 -1.150
H -0.815 1.097 0.324
O -0.215 -0.078 2.410
H -1.381 -1.836 0.277
C -0.271 -0.970 -0.857
O -2.495 -0.937 -0.290
C 0.511 0.038 1.448
O 0.692 -0.914 -1.607
O -1.947 0.325 -2.141
O 1.714 -0.679 1.394
C 0.153 0.796 0.332
O 0.699 2.839 -0.513
O -0.375 -1.946 0.079
N 1.063 1.665 -0.163
O 2.272 1.326 -0.154
H 2.080 -0.308 0.613
*
```


2.
ORCA calculation (wB97M-V/def2-TZVPD) on a molecular structure, C52H51CoN6OP2S.

Results
- energy above the lowest of the compared OMol25 structures with the same formula, charge and spin (kcal per mole) = 22.4
- E_LUMO (eV) = -5.99
- orbital gap (eV) = 6.7237
- largest force on an atom (Eh/bohr) = 0.119
- energy (hartree) = -4879.05484

Geometry as ORCA input:
```
! wB97M-V def2-TZVPD RIJCOSX def2/J DEFGRID3
* xyz 2 1
C -1.503 -0.574 -2.686
H 1.339 4.295 1.906
C 1.053 -1.782 -2.854
H -1.278 1.168 -3.931
H -2.055 -2.326 -1.570
N -0.012 -0.831 2.971
H 2.795 2.871 -1.093
H -0.817 -1.025 7.417
C 2.277 2.214 0.895
C 1.226 -4.699 1.699
C -3.602 -1.737 -2.930
H -3.029 3.020 3.809
H 2.013 3.028 -3.930
C 1.928 -0.695 0.943
H 2.181 -5.217 1.624
H -0.953 -6.810 0.172
C 0.395 -2.928 -3.297
C -4.094 0.482 0.028
C 0.906 4.480 -5.039
N -4.862 1.517 -0.340
O 0.076 -2.633 0.451
C -1.200 -0.846 6.423
H 0.304 5.684 3.637
H 0.545 -4.794 -4.318
C -2.072 3.303 3.399
N -1.941 -0.463 0.439
H 4.412 2.235 3.521
C 0.076 2.807 -0.877
C 4.544 -1.312 1.793
C 4.452 2.989 0.233
H -2.332 5.281 -4.527
H -1.854 5.030 4.639
H -2.017 1.644 2.059
H 5.108 -0.838 -0.224
C 0.915 1.070 -2.486
C -0.199 4.792 3.303
C -2.214 -0.418 3.876
N -4.712 -0.629 0.438
C 0.383 4.010 2.321
H 2.831 -0.321 -0.932
C 2.186 -1.091 2.294
C -3.965 -1.634 0.837
S 1.062 -3.740 0.139
C -1.417 4.432 3.856
C -0.257 2.852 1.881
C 1.082 -3.926 -3.964
H 2.983 -4.603 -4.679
H -5.001 -0.857 -4.287
H 1.748 4.741 -5.659
C -2.548 -0.545 6.254
H -3.202 -0.479 7.109
H 1.910 1.127 -2.026
C -2.579 -1.558 0.878
H 4.160 -2.553 -3.943
H -4.487 -2.527 1.147
C -1.922 0.362 -3.623
C -0.359 -0.920 5.342
C 1.056 3.511 -4.062
H 2.965 -0.772 -2.832
C 4.060 2.346 2.508
H -2.072 3.575 -2.772
N 1.210 -1.175 3.174
P 0.529 1.780 0.622
H 5.553 -1.525 2.110
H -1.974 -2.370 1.250
H 1.022 0.973 -3.571
H 3.670 -1.711 3.707
H -4.473 2.409 -0.582
H 0.724 3.700 -0.823
C -2.683 0.537 -0.007
H -0.854 -5.159 2.018
C -1.498 2.520 2.412
P 0.134 -0.533 -1.886
C -4.021 -0.782 -3.843
C -0.039 -5.017 -0.609
H -1.016 -4.539 -0.666
C 3.138 2.697 -0.084
H -3.515 1.024 -4.876
H 5.937 3.055 1.765
Co 0.065 -0.524 0.559
H -0.668 -3.035 -3.149
H -2.627 -0.257 2.896
H 0.694 -1.143 5.453
H -0.944 3.172 -0.688
H -4.085 -0.095 4.832
H -2.180 1.411 -0.394
C 3.104 -2.667 -3.762
N 0.112 2.220 -2.200
C -3.040 -0.329 4.973
C 3.002 -0.622 0.087
C 0.065 -5.677 1.732
H 5.113 3.366 -0.531
C 4.917 2.815 1.524
H 0.243 -6.476 2.450
C 3.504 -1.416 2.683
H -5.859 1.425 -0.247
C -0.309 5.122 -5.207
C -0.047 -6.223 0.314
C -0.852 -0.719 4.027
C -3.187 0.269 -4.177
H 2.081 1.665 2.956
C -2.361 -1.617 -2.332
H 0.318 -5.247 -1.609
H -4.243 -2.571 -2.684
C 4.299 -0.916 0.483
C -1.235 3.843 -3.399
H 0.807 -6.867 0.099
C -0.015 3.189 -3.230
C 2.446 -3.811 -4.181
C -1.379 4.796 -4.390
C 2.417 -1.658 -3.113
H -0.421 5.874 -5.971
H 1.251 -4.001 2.533
C 2.755 2.032 2.194
*
```


3.
ORCA calculation (wB97M-V/def2-TZVPD) on 11 unconnected molecules or ions with the total composition C39H106N6O11.

Results
- energy above the lowest of the compared OMol25 structures with the same formula, charge and spin (kcal per mole) = 141.6
- SMILES = COC[C@H](C)N.COC[C@H](C)N.COC[C@H](C)N.COC[C@H](C)N.COC[C@H](C)N.COC[C@H](C)N.CC(C)O.CC(C)O.CC(C)O.CC(C)O.CC(C)O
- E_LUMO (eV) = 0.32
- orbital gap (eV) = 9.2429
- largest force on an atom (Eh/bohr) = 0.090
- energy (hartree) = -2705.30298

Geometry as ORCA input:
```
! wB97M-V def2-TZVPD RIJCOSX def2/J DEFGRID3
* xyz 0 1
H -0.690 -8.471 1.406
C 9.839 -1.204 4.138
H 2.698 8.716 6.366
H 12.534 -0.109 5.964
C -5.795 -7.054 3.612
O 2.655 6.849 5.383
H 1.054 8.674 4.495
C 0.527 -0.203 -0.293
C 8.314 4.711 -5.092
H -6.412 -7.144 5.689
O -6.800 -8.568 2.188
H 9.040 -0.935 3.448
H -7.254 -8.479 0.204
C -1.361 6.387 -8.530
H -0.329 -3.424 -6.351
H 1.414 -0.817 -0.141
C 0.857 -6.409 3.864
C 0.150 -1.287 -7.518
C -6.109 -2.382 -5.513
C 0.700 1.028 0.591
H -4.827 -2.205 9.099
N -5.031 -3.250 -6.032
C -6.096 -2.577 -4.001
H -6.673 0.910 -7.625
C 7.417 4.519 -6.325
H -5.227 -2.068 -3.584
H 3.198 -3.045 -7.613
H 1.100 0.706 1.552
H -7.525 1.961 4.362
H -0.148 6.471 -5.373
C -6.444 -7.215 2.200
H 6.491 3.986 -6.109
C 0.024 -8.445 0.582
H 3.817 2.781 2.385
C 0.591 -7.060 0.237
C 4.471 8.325 5.177
O 0.907 6.381 -7.951
C 1.712 2.091 -0.036
H 7.919 4.949 -2.951
H -0.861 4.970 -6.081
H -7.045 -2.340 -3.520
C 7.382 4.893 -3.897
H -6.171 0.136 -9.070
H 0.550 0.033 -1.357
H -1.213 2.499 9.325
H 11.529 0.001 3.649
H -1.854 -0.622 6.771
H -0.350 -8.738 -0.399
C -1.129 -0.054 7.356
H 2.453 1.568 -0.641
H 0.790 -9.176 0.842
H 0.090 -5.831 4.380
H -4.894 0.761 -8.142
C 2.979 8.195 5.451
H 2.317 8.388 3.405
H -0.447 7.860 -7.481
H -2.261 -0.036 10.220
H 4.627 8.310 4.099
H -6.287 2.573 3.401
C -8.092 2.935 1.011
H -1.708 6.355 -5.963
O -7.955 0.916 2.104
H -5.435 -4.175 -5.999
H -4.946 -5.392 4.602
H -7.476 -7.990 4.518
H -7.544 -6.277 4.607
H -0.452 -0.777 7.812
H -5.697 -6.983 1.440
H 2.817 -2.145 -6.259
H 8.533 6.700 -5.254
H 8.456 2.213 -6.494
H 1.829 -5.958 4.065
C -1.768 1.028 8.307
H 12.272 -1.747 5.163
O -5.858 -0.932 -7.409
N 1.473 -7.122 -0.856
H -4.570 -5.515 2.983
H -7.267 -6.502 2.146
H -0.359 -0.806 -0.095
H 9.074 2.253 -8.099
O 2.417 2.912 0.882
N -5.259 -5.708 3.695
C 1.287 -6.530 1.517
C -2.761 0.349 9.331
H 1.476 7.124 -7.735
H -5.029 -3.101 -7.031
C 10.910 -0.185 4.527
C 2.129 8.817 4.389
H -7.075 2.679 0.714
H -9.329 2.337 2.728
O -3.587 -0.682 8.729
H -6.056 -3.640 -3.764
H -1.391 7.157 -9.301
H -3.345 1.127 9.821
C -4.516 -1.291 9.604
C -0.383 6.773 -7.539
H 2.362 9.880 4.438
O 0.608 -3.259 -6.223
C 8.247 2.612 -7.487
H 1.885 -5.620 1.452
H -8.355 3.969 1.235
H 2.759 -1.422 -7.936
H -7.171 -10.147 0.780
H -7.666 3.610 3.928
O 10.390 1.030 5.037
H 0.692 -3.080 -8.233
H -2.392 1.709 7.729
C 1.043 -2.544 -7.352
H -5.157 -0.261 -5.635
H -8.721 2.527 0.220
H 11.115 1.637 5.202
H -1.565 1.043 0.852
H 6.715 5.754 -3.927
H -8.565 -9.132 1.175
C -7.483 -9.136 1.043
N -0.725 1.702 8.942
H -0.156 -6.415 -0.225
C -5.873 0.294 -8.034
H 2.143 -6.372 -0.960
H -0.577 -1.319 -8.330
H -0.537 0.586 6.702
N 9.158 5.915 -5.139
H -7.780 0.433 2.914
H 3.333 1.178 1.878
C -8.287 2.251 2.419
H 1.157 2.718 -0.734
C 2.505 -2.266 -7.296
N -0.725 1.585 0.707
H -5.015 -7.802 3.757
H 0.801 -7.413 4.285
H 9.590 6.155 -4.258
H -5.410 -0.702 9.809
H 4.395 2.128 0.942
C -5.924 -0.955 -5.980
H 6.791 4.004 -3.673
H 0.713 -0.362 -7.647
H 2.072 -7.248 1.752
H -2.378 6.303 -8.149
H 6.939 5.496 -6.395
H 9.038 3.907 -4.954
C 11.829 -0.827 5.545
H -4.066 -1.613 10.543
H -0.406 -1.180 -6.587
H 4.877 9.291 5.478
O 0.359 -6.229 2.539
C -0.694 6.040 -6.211
H -1.100 5.431 -8.983
H 9.286 -1.490 5.033
H -0.698 2.296 1.424
H -7.032 -2.746 -5.964
H -6.917 -0.590 -5.719
H 0.987 -6.929 -1.720
H -0.086 2.081 8.258
H 5.126 7.580 5.629
C 3.479 2.199 1.527
C -7.368 2.642 3.526
O 8.116 4.041 -7.550
H 11.153 -1.102 6.355
H 2.625 6.477 4.499
H 7.326 2.193 -7.892
C -6.851 -7.114 4.692
H 10.336 -2.127 3.837
*
```


4.
ORCA calculation (wB97M-V/def2-TZVPD) on ClF in the gas phase.

Results
- energy above the lowest of the compared OMol25 structures with the same formula, charge and spin (kcal per mole) = 1.0
- SMILES = FCl
- E_LUMO (eV) = -1.36
- orbital gap (eV) = 10.6880
- largest force on an atom (Eh/bohr) = 0.029
- energy (hartree) = -559.97181

Geometry as ORCA input:
```
! wB97M-V def2-TZVPD RIJCOSX def2/J DEFGRID3
* xyz 0 1
F 0.152 0.955 -0.523
Cl -0.081 -0.506 0.277
*
```